[1]
{"formula": "C32H34BiFN6O6S5", "method": "wB97M-V/def2-TZVPD", "symbols": ["Bi", "C", "C", "C", "C", "C", "C", "C", "N", "N", "C", "C", "C", "C", "C", "C", "N", "C", "C", "C", "C", "C", "C", "N", "H", "H", "H", "H", "H", "H", "H", "H", "H", "H", "H", "H", "H", "H", "H", "H", "H", "H", "H", "H", "O", "C", "S", "C", "C", "S", "S", "S", "C", "C", "S", "O", "C", "C", "H", "H", "H", "H", "H", "H", "H", "H", "H", "H", "F", "C", "C", "N", "C", "C", "O", "O", "C", "O", "N", "C", "O", "H", "H", "H", "H"], "coordinates": [[0.506, 0.789, 0.905], [1.305, 2.540, -2.264], [2.091, 3.744, -1.740], [2.527, 3.791, -0.295], [3.875, 3.938, 0.017], [4.262, 4.041, 1.340], [3.288, 4.010, 2.325], [1.971, 3.870, 1.929], [1.589, 3.753, 0.655], [-0.007, 2.254, -1.669], [-0.746, 1.341, -2.531], [-0.212, -0.066, -2.573], [-0.167, -0.766, -3.774], [0.222, -2.095, -3.769], [0.551, -2.695, -2.564], [0.493, -1.925, -1.413], [0.128, -0.642, -1.417], [-0.825, 3.423, -1.409], [-1.998, 3.127, -0.499], [-3.139, 3.917, -0.583], [-4.180, 3.700, 0.298], [-4.059, 2.692, 1.242], [-2.899, 1.941, 1.249], [-1.888, 2.146, 0.400], [1.917, 1.642, -2.147], [1.184, 2.709, -3.347], [1.547, 4.667, -1.962], [2.992, 3.782, -2.356], [4.611, 3.949, -0.776], [5.309, 4.137, 1.599], [3.535, 4.080, 3.375], [1.177, 3.841, 2.669], [-0.787, 1.735, -3.560], [-1.782, 1.274, -2.187], [-0.443, -0.267, -4.693], [0.261, -2.657, -4.694], [0.849, -3.733, -2.505], [0.743, -2.337, -0.443], [-1.207, 3.876, -2.339], [-0.221, 4.171, -0.898], [-3.202, 4.687, -1.341], [-5.076, 4.305, 0.248], [-4.845, 2.486, 1.955], [-2.757, 1.129, 1.954], [-0.155, -3.251, 6.580], [-0.097, -2.515, 5.636], [0.795, -0.983, 5.621], [0.357, -0.501, 3.994], [-0.433, -1.336, 3.303], [-1.065, -1.072, 1.685], [-0.936, -2.813, 4.097], [0.958, 1.056, 3.457], [-2.949, -3.462, -0.770], [-3.227, -2.325, -1.742], [-3.309, -0.707, -0.941], [-3.778, 0.247, -1.998], [-4.710, -0.982, 0.166], [-5.994, -1.368, -0.544], [-2.715, -4.375, -1.319], [-3.812, -3.672, -0.137], [-2.105, -3.230, -0.119], [-4.140, -2.467, -2.321], [-2.405, -2.196, -2.450], [-4.814, -0.022, 0.675], [-4.383, -1.707, 0.913], [-6.188, -0.677, -1.364], [-6.831, -1.327, 0.152], [-5.949, -2.381, -0.945], [2.543, -5.182, -1.065], [3.063, -4.520, -0.020], [3.574, -3.298, -0.164], [4.130, -2.605, 0.886], [4.431, -1.198, 0.709], [3.172, -0.343, 0.610], [3.267, 0.826, 0.224], [2.078, -0.907, 0.951], [4.123, -3.119, 2.172], [4.548, -2.517, 3.131], [3.610, -4.401, 2.271], [3.038, -5.189, 1.277], [2.597, -6.290, 1.498], [3.577, -2.797, -1.123], [5.042, -1.048, -0.180], [4.996, -0.862, 1.577], [3.600, -4.783, 3.206]], "atomic_forces_ev_per_a": [[0.07, -0.04, -0.19], [0.02, 0.03, 0.06], [-0.02, 0.05, -0.01], [0.06, -0.07, 0.02], [-0.02, -0.04, -0.03], [-0.02, -0.01, 0.03], [0.03, 0.00, -0.02], [-0.04, -0.02, -0.04], [-0.06, 0.01, 0.00], [0.03, -0.02, -0.02], [-0.02, 0.00, -0.02], [0.01, -0.02, 0.00], [0.01, 0.01, 0.00], [-0.02, 0.01, -0.01], [0.00, -0.01, 0.04], [-0.01, -0.03, 0.00], [0.01, 0.08, -0.03], [-0.02, 0.01, 0.06], [-0.02, -0.02, -0.03], [0.02, -0.02, -0.03], [-0.02, 0.00, 0.02], [0.00, 0.01, -0.01], [0.05, 0.00, -0.01], [0.03, 0.14, 0.09], [0.01, -0.03, 0.00], [0.00, -0.01, 0.01], [-0.02, -0.02, 0.01], [-0.01, 0.02, -0.01], [0.01, 0.01, 0.00], [0.00, 0.00, 0.00], [0.01, 0.00, 0.00], [-0.01, 0.00, -0.01], [0.00, -0.03, 0.00], [0.01, 0.00, 0.01], [0.00, 0.00, 0.00], [0.00, 0.00, 0.00], [0.01, 0.00, 0.01], [0.00, -0.01, 0.00], [0.00, 0.01, 0.01], [0.03, -0.01, 0.04], [0.00, 0.00, 0.00], [0.00, 0.00, 0.00], [0.00, 0.00, 0.01], [0.00, 0.01, 0.02], [0.08, -0.07, -0.03], [-0.16, 0.15, 0.05], [0.03, -0.06, -0.03], [-0.07, -0.01, -0.02], [0.10, 0.12, 0.01], [-0.10, -0.13, 0.05], [0.05, -0.05, -0.02], [0.01, 0.02, 0.05], [-0.01, -0.01, 0.00], [0.06, 0.01, 0.02], [0.00, -0.03, -0.01], [-0.02, 0.03, -0.02], [-0.01, -0.02, 0.03], [0.00, -0.01, 0.00], [0.02, 0.01, 0.00], [-0.01, 0.00, -0.01], [0.03, 0.00, 0.00], [-0.03, 0.06, 0.02], [0.01, -0.04, -0.01], [0.00, -0.01, -0.02], [0.00, -0.02, -0.01], [-0.01, -0.01, -0.01], [-0.01, 0.02, -0.01], [0.01, -0.01, 0.00], [-0.01, 0.00, -0.01], [-0.02, 0.01, -0.01], [0.00, 0.00, 0.02], [0.04, -0.02, -0.02], [-0.02, 0.04, 0.02], [0.04, 0.07, -0.02], [-0.04, -0.02, 0.00], [-0.04, 0.02, 0.04], [0.01, 0.00, 0.03], [-0.02, 0.00, -0.02], [-0.02, 0.01, 0.00], [0.04, -0.01, -0.01], [-0.02, 0.00, 0.01], [0.00, -0.01, -0.01], [-0.01, -0.01, 0.00], [0.00, 0.00, 0.00], [0.00, -0.01, 0.00]], "e_homo_ha": -0.2656, "lumo_energy_ev": 0.21, "total_energy_ev": -117698.389, "gap_ha": 0.273}

=====

[2]
{"formula": "H4N2O2S", "method": "wB97M-V/def2-TZVPD", "symbols": ["N", "N", "O", "O", "S", "H", "H", "H", "H"], "coordinates": [[1.733, 0.102, -0.509], [-0.964, 0.144, 1.282], [-0.555, 0.282, -1.439], [-1.398, -1.021, 0.707], [0.309, 0.948, -0.474], [1.699, -0.902, -0.600], [2.474, 0.453, 0.073], [-1.697, 0.858, 1.202], [-1.602, -0.865, -0.244]], "atomic_forces_ev_per_a": [[-0.48, 0.31, -0.01], [2.10, 0.69, -1.16], [-0.35, -0.32, -0.82], [-0.19, 0.00, -0.18], [-0.81, -0.75, 2.17], [-0.22, -0.16, 0.09], [0.11, 0.11, 0.20], [-0.18, -0.11, -0.37], [0.02, 0.23, 0.09]], "e_homo_ha": [-0.3198, -0.3199], "lumo_energy_ev": [0.05, 0.04], "total_energy_ev": -17971.728, "gap_ha": [0.321, 0.321]}